[1]
This record from OMol25 describes a structure of composition C37H54HoN3P in a non-equilibrium geometry. The level of theory is ωB97M-V/def2-TZVPD.

Values from the calculation:
Frontier orbital gap (spin up / spin down) ... 5.381 / 5.096 eV
<S²> ... 6.014
Highest occupied orbital energy (spin up / spin down) ... -2.9 / -2.6 eV
E_LUMO (spin up / spin down) ... 2.49 / 2.49 eV

The geometry in ORCA input format:
```
! RIJCOSX wB97M-V def2-TZVPD def2/J DEFGRID3
* xyz -1 5
Ho -0.79546 0.43709 -0.84124
N -4.17741 2.25541 1.71292
N 0.94509 2.79664 -1.90711
C -0.86637 -1.84403 -1.67312
C -2.00365 -1.06619 -2.11477
C -2.90644 -0.96818 -1.00287
C -4.28041 -0.45631 -1.01429
H -4.57283 -0.06878 -1.98647
H -4.31647 0.57645 -0.30285
H -5.00711 -1.20704 -0.67796
C -2.36396 -1.70961 0.08036
C -3.12084 -2.01828 1.32236
H -3.85748 -2.82639 1.17648
H -3.67663 -1.13810 1.66910
H -2.45548 -2.32902 2.13550
C -1.15675 -2.29903 -0.34339
C -0.46920 -3.39770 0.37994
H -0.08970 -3.03791 1.34202
H 0.38032 -3.80152 -0.17567
H -1.13333 -4.24920 0.60439
C -2.13412 -0.33765 -3.40276
H -2.67470 -0.95658 -4.13158
H -1.15901 -0.10121 -3.86048
H -2.72264 0.58750 -3.30330
C 0.24202 -2.35031 -2.52335
H 1.15184 -2.50090 -1.92802
H 0.48160 -1.65894 -3.33960
H -0.00351 -3.32166 -2.98819
C -4.13931 3.03291 2.76026
H -4.75549 2.75332 3.63135
C -3.26167 4.12967 2.79092
H -3.32515 4.79721 3.62375
C -2.31226 4.33315 1.79797
H -1.51115 5.09911 1.87712
C -2.42660 3.54278 0.68452
H -1.77444 3.62238 -0.17224
C -3.49791 2.56445 0.56543
C -3.74099 1.71457 -0.53289
H -3.30608 2.02409 -1.47997
C 1.40409 1.55735 -1.94890
C 0.93374 3.33615 -3.19490
H 0.18548 4.09211 -3.45225
C 1.82129 2.62054 -3.93273
H 2.22227 2.87014 -4.92783
N 2.08073 1.45417 -3.19371
C 2.78488 0.32285 -3.60902
C 2.65380 -0.10396 -4.95530
C 3.40755 -1.20590 -5.34306
H 3.38085 -1.56623 -6.38260
C 4.19049 -1.90278 -4.41992
C 5.13772 -2.98783 -4.88544
H 5.29264 -3.74905 -4.09261
H 6.13945 -2.56933 -5.15016
H 4.72926 -3.47884 -5.79472
C 4.14759 -1.54623 -3.06636
H 4.68307 -2.15168 -2.34245
C 3.41965 -0.45123 -2.62922
C 3.31479 -0.21705 -1.17876
H 2.70869 0.67170 -0.93612
H 4.29322 -0.09887 -0.71013
H 2.83835 -1.06844 -0.68643
C 1.63616 0.45407 -5.87788
H 1.76627 1.50863 -6.08348
H 0.62503 0.31738 -5.48803
H 1.68293 -0.06198 -6.84052
C -2.07960 1.31873 4.54153
C -0.70452 1.44110 3.87394
C 0.32880 1.90141 4.91456
P -0.23072 -0.05063 2.84278
C 1.38460 0.36824 1.93781
C 1.58073 1.86293 1.74999
C 2.66366 -0.30340 2.42090
C -0.05583 -1.30702 4.21947
C 0.85722 -2.50419 3.95711
C -1.43975 -1.82605 4.64847
H -2.01922 0.79719 5.50409
H -2.81100 0.81597 3.90117
H -2.46931 2.32413 4.74617
H -0.78577 2.22026 3.09932
H -0.03170 1.69839 5.92757
H 1.31936 1.45268 4.81105
H 0.44532 2.98904 4.84844
H 1.18173 -0.07215 0.94120
H 1.81798 2.34327 2.70222
H 2.39877 2.06477 1.04526
H 0.69358 2.36326 1.34657
H 2.65615 -1.37353 2.20089
H 3.54015 0.10091 1.89434
H 2.82597 -0.17108 3.49535
H 0.38134 -0.71388 5.03929
H 0.85488 -3.14157 4.85079
H 0.48525 -3.10960 3.12414
H 1.89379 -2.22824 3.76319
H -1.65690 -2.79333 4.17465
H -1.44737 -1.98885 5.73522
H -2.26394 -1.14667 4.41276
*
```

***

[2]
This record from OMol25 describes a structure of composition C37H54N3PSc in a non-equilibrium geometry. The level of theory is ωB97M-V/def2-TZVPD.

Values from the calculation:
Frontier orbital gap (spin up / spin down) ... 4.896 / 4.713 eV
Highest occupied orbital energy (spin up / spin down) ... -2.5 / -2.3 eV
E_LUMO (spin up / spin down) ... 2.43 / 2.43 eV

The geometry in ORCA input format:
```
! RIJCOSX wB97M-V def2-TZVPD def2/J DEFGRID3
* xyz -1 1
Sc 0.00522 -0.43969 -0.36937
N 0.73306 -3.81836 3.67393
N -0.51357 -1.99365 -1.95712
C 0.78451 1.81462 -0.58595
C 1.83654 0.88956 -0.26590
C 1.71371 0.58695 1.13663
C 2.65391 -0.14676 1.92506
H 3.55585 -0.48981 1.41658
H 2.03102 -1.53976 2.32877
H 2.72772 0.14326 2.97860
C 0.49835 1.17495 1.62178
C 0.08683 1.16156 3.05605
H 0.61792 1.91169 3.66835
H 0.27963 0.18109 3.50680
H -0.98966 1.35585 3.15273
C -0.00309 2.02391 0.59633
C -1.00725 3.10605 0.81868
H -1.92876 2.66555 1.22253
H -1.27312 3.62950 -0.10652
H -0.68430 3.87970 1.54270
C 2.97340 0.47097 -1.12201
H 3.78621 1.21606 -1.07596
H 2.65953 0.37976 -2.16998
H 3.38788 -0.49269 -0.79344
C 0.67760 2.56789 -1.86151
H -0.37832 2.71086 -2.11849
H 1.14179 1.99850 -2.67541
H 1.15948 3.56456 -1.84242
C -0.22823 -4.56970 4.15837
H -0.04544 -4.82008 5.20808
C -1.35941 -4.99058 3.40418
H -2.05484 -5.66478 3.93313
C -1.52621 -4.57413 2.05893
H -2.36736 -5.02212 1.47210
C -0.64166 -3.61941 1.55232
H -0.74053 -3.23274 0.50034
C 0.42994 -3.16724 2.49085
C 1.41517 -2.42577 1.96584
H 1.53360 -2.39202 0.88001
C -0.86042 -0.91622 -2.59608
C 0.22652 -2.82473 -2.83467
H 0.80244 -3.67006 -2.44831
C 0.05934 -2.36817 -4.08553
H 0.32361 -2.82899 -5.01390
N -0.67788 -1.18114 -3.93745
C -0.74227 -0.01956 -4.73931
C 0.39658 0.34506 -5.45536
C 0.31678 1.56790 -6.13325
H 1.14957 1.82304 -6.82771
C -0.77418 2.41818 -5.98664
C -0.90500 3.61300 -6.83526
H -1.42031 4.41649 -6.31712
H -1.48672 3.36976 -7.72401
H 0.06823 3.96416 -7.16950
C -1.75155 2.13395 -5.02272
H -2.58163 2.84198 -4.83283
C -1.72173 0.92394 -4.33940
C -2.69761 0.63374 -3.23040
H -2.85257 -0.44507 -3.02503
H -3.68734 1.05266 -3.47037
H -2.41743 1.11474 -2.27325
C 1.65515 -0.47126 -5.39155
H 1.49321 -1.55816 -5.48473
H 2.21816 -0.29794 -4.45119
H 2.30902 -0.19628 -6.23323
C -2.92974 -1.87325 4.16571
C -3.74615 -1.53632 2.91672
C -5.25373 -1.55468 3.22204
P -3.17413 0.04247 2.09191
C -3.91248 -0.16884 0.34998
C -4.64626 -1.48333 0.05508
C -4.78052 1.02352 -0.03436
C -4.21178 1.20843 3.17146
C -4.53526 2.62825 2.71323
C -3.65680 1.36168 4.59664
H -3.28323 -1.32554 5.04744
H -1.85598 -1.69230 4.02022
H -3.05947 -2.94129 4.38436
H -3.51941 -2.31004 2.16854
H -5.46893 -1.08927 4.19404
H -5.87083 -1.06343 2.45848
H -5.58910 -2.59776 3.28502
H -3.01341 -0.15456 -0.30376
H -5.60788 -1.54330 0.58266
H -4.86392 -1.53480 -1.02200
H -4.05040 -2.37142 0.30011
H -4.27793 1.98652 0.12590
H -5.03196 0.97172 -1.10411
H -5.72714 1.01993 0.52649
H -5.16947 0.67264 3.21065
H -5.02893 3.12139 3.56638
H -3.62074 3.18988 2.48535
H -5.22854 2.69125 1.86799
H -2.95138 2.20478 4.63454
H -4.49814 1.61675 5.26252
H -3.14688 0.49203 5.01803
*
```

***

Number 1: total energy -2895.7094 hartree. Number 2: total energy -2708.4199 hartree.